## i
Density functional theory data (the ωB97M-V functional and the def2-TZVPD basis) for one molecule with the formula C5H5N.

Calculated values
SMILES = N#CCC1C=C1
E_HOMO = -9.22 eV

The geometry in ORCA input format:
```
! wB97M-V def2-TZVPD RIJCOSX def2/J DEFGRID3
* xyz 0 1
N 1.84479 0.19560 -0.07750
C 1.20311 1.20498 -0.17172
C -0.21774 1.43599 0.01809
C -0.78594 -0.25145 -0.05291
C -0.24609 -1.28122 0.70835
C 0.41539 -1.26285 -0.42129
H -0.52865 2.19614 0.74884
H -0.50477 1.70367 -1.00591
H -1.83483 -0.29254 -0.22314
H -0.30652 -1.93860 1.62328
H 0.96125 -1.70972 -1.14610
*
```

---

## ii
Density functional theory data (the ωB97M-V functional and the def2-TZVPD basis) for one molecule with the formula C5H5N.

Calculated values
SMILES = C=C=NC#CC
E_HOMO = -8.37 eV

The geometry in ORCA input format:
```
! wB97M-V def2-TZVPD RIJCOSX def2/J DEFGRID3
* xyz 0 1
C 0.68127 0.58739 -3.13532
C 0.06295 0.31598 -2.04118
N -0.52102 -0.16412 -1.10540
C -0.44470 -0.31680 0.15088
C -0.61779 -0.54484 1.30738
C -0.42239 -0.34419 2.74485
H 0.80374 1.54008 -3.64860
H 1.46521 -0.05646 -3.52577
H 0.39576 -1.01921 3.20450
H -1.39526 -0.62253 3.28357
H -0.00775 0.62470 2.76510
*
```

---

## iii
Density functional theory data (the ωB97M-V functional and the def2-TZVPD basis) for one molecule with the formula C5H5N.

Calculated values
E_HOMO = -10.46 eV

The geometry in ORCA input format:
```
! wB97M-V def2-TZVPD RIJCOSX def2/J DEFGRID3
* xyz 0 1
C -1.61143 -0.30667 -0.33232
C -0.54187 0.70271 -0.27606
C 0.28132 1.65210 -0.42550
C 1.02213 0.39943 0.59506
C 1.88595 -0.49530 -0.17848
N 2.54435 -1.22830 -0.78545
H -2.39249 0.08627 -0.99173
H -2.05832 -0.50340 0.64829
H -1.24949 -1.24696 -0.76347
H 1.62695 1.12199 1.14774
H 0.49292 -0.18188 1.36191
*
```

---

Relative stability in kcal/mol, measured from the most stable structure: i 29.2; ii 0.0; iii 8.2

---

## i
Density functional theory data (the ωB97M-V functional and the def2-TZVPD basis) for one molecule with the formula H2N2O2.

Calculated values
SMILES = N[N+](=O)[O-]
E_HOMO = -11.35 eV

The geometry in ORCA input format:
```
! wB97M-V def2-TZVPD RIJCOSX def2/J DEFGRID3
* xyz 0 1
N -0.10386 0.73327 0.23149
N 0.07600 -0.59840 -0.30947
O 1.18636 -0.89396 -0.56450
O -0.89173 -1.24816 -0.49960
H 0.76973 1.21722 0.47265
H -1.03649 0.79002 0.66943
*
```

---

## ii
Density functional theory data (the ωB97M-V functional and the def2-TZVPD basis) for H2N2O2 as an isolated structure.

Calculated values
E_HOMO = -10.59 eV

The geometry in ORCA input format:
```
! wB97M-V def2-TZVPD RIJCOSX def2/J DEFGRID3
* xyz 0 1
N 0.21215 -0.09802 -0.99410
N -0.41085 -0.18911 0.75739
O -0.48655 -1.26071 1.15874
O -0.68361 0.87935 1.19782
H 1.22349 -0.18183 -0.81611
H 0.14536 0.85033 -1.30373
*
```

---

Relative stability in kcal/mol, measured from the most stable structure: i 0.0; ii 27.0

---

## i
Density functional theory data (the ωB97M-V functional and the def2-TZVPD basis) for an isolated ion of composition C8H13N2O and charge +1.

Calculated values
E_HOMO = -11.54 eV

The geometry in ORCA input format:
```
! wB97M-V def2-TZVPD RIJCOSX def2/J DEFGRID3
* xyz 1 1
C -1.50838 -0.47508 0.37877
C -1.97492 0.75373 0.23059
C 2.40123 -1.19246 0.02200
C 1.15624 -0.30658 0.40949
C 2.07519 -1.94608 -1.26567
C -0.10713 -1.09565 0.39842
C -0.16474 -2.25785 -0.49755
C -1.49045 3.13104 0.22841
N -0.43604 1.64222 -1.27020
N -1.20325 1.80651 -0.30768
O 0.81100 -2.71548 -1.18770
H -2.32915 -1.18048 0.55809
H -3.05109 0.94450 0.19322
H 3.36938 -0.57911 -0.29109
H 2.59432 -1.81266 0.82567
H 1.31494 0.13886 1.43095
H 0.99838 0.34520 -0.40954
H 1.99450 -1.31275 -2.15072
H 2.85444 -2.77084 -1.52380
H -0.21919 -1.58194 1.33095
H -0.93461 -2.95014 -0.48844
H -0.93232 3.80382 -0.35541
H -1.31604 3.17154 1.30603
H -2.59730 3.50834 0.15662
*
```

---

## ii
Density functional theory data (the ωB97M-V functional and the def2-TZVPD basis) for an isolated ion of composition C8H13N2O and charge +1.

Calculated values
SMILES = C=CC(=O)N1[C@H]2CCC[N@+]21C
E_HOMO = -13.84 eV

The geometry in ORCA input format:
```
! wB97M-V def2-TZVPD RIJCOSX def2/J DEFGRID3
* xyz 1 1
C 3.77351 -0.97520 -0.02097
C 2.41174 -0.84112 -0.11699
C 1.72173 0.31964 0.34246
O 2.17625 1.38035 0.62749
N 0.32902 0.05275 0.24518
C -0.66346 -0.38010 -0.91035
C -1.44192 -1.44691 -0.26770
C -2.18861 -0.77778 0.87252
C -1.94263 0.69807 0.81066
N -0.76583 0.83761 -0.14822
C -0.42028 2.13308 -0.68861
H 4.00775 -1.97037 -0.31978
H 4.49761 -0.26357 0.30872
H 1.82609 -1.60075 -0.47551
H -0.09289 -0.22939 -1.87776
H -0.81955 -2.41622 0.04134
H -2.11040 -1.96453 -0.97925
H -3.22947 -1.10209 0.89308
H -1.70599 -1.11172 1.82550
H -2.80397 1.24074 0.49782
H -1.53856 1.02886 1.82394
H -0.95214 2.15371 -1.63558
H -0.67287 2.97723 0.16186
H 0.60486 2.25772 -1.00984
*
```

---

## iii
Density functional theory data (the ωB97M-V functional and the def2-TZVPD basis) for an isolated ion of composition C8H13N2O and charge +1.

Calculated values
SMILES = COC(C)(C)[n+]1ccncc1
E_HOMO = -14.69 eV

The geometry in ORCA input format:
```
! wB97M-V def2-TZVPD RIJCOSX def2/J DEFGRID3
* xyz 1 1
C -1.73115 1.58103 0.95817
O -1.34507 1.03118 -0.27188
C -0.85260 -0.27414 -0.32801
C -0.97869 -0.71322 -1.83963
C -1.67399 -1.13713 0.74673
N 0.66183 -0.11248 -0.02912
C 1.28269 1.02943 -0.38491
C 2.69829 1.13064 -0.24672
N 3.37785 0.09918 0.10037
C 2.76968 -1.02788 0.34905
C 1.41367 -1.14499 0.47568
H -2.14210 2.61632 0.80603
H -0.90205 1.94366 1.69950
H -2.44905 1.08182 1.42937
H -0.28937 -0.07339 -2.35462
H -2.01116 -0.52278 -2.33932
H -0.78418 -1.85811 -1.79216
H -0.96905 -1.03603 1.67665
H -2.59253 -0.68652 0.83179
H -1.81317 -2.08060 0.34032
H 0.72453 1.78788 -0.78266
H 3.08078 2.04865 -0.48513
H 3.56543 -1.73040 0.59915
H 0.95940 -1.95212 0.84138
*
```

---

Relative stability in kcal/mol, measured from the most stable structure: i 61.5; ii 37.3; iii 0.0